1.
Computed, not measured: a structure of composition C30H45N7O2SSiTeZn, with ωB97M-V/def2-TZVPD.

Calculated values
- energy (eV) = -120792.085
- LUMO (eV) = 0.27
- energy relative to the best compared isomer or geometry (same formula, charge and spin) (kcal per mole) = 0.0

Last column: Löwdin charge in e.
Cartesian coordinates (Å):
Zn: 0.70 -0.18 -0.28  0.604
N: -2.49 -7.64 -2.00  0.095
C: -1.64 -6.63 -1.58  -0.325
C: -1.32 -5.57 -2.43  -0.030
C: -0.50 -4.54 -2.00  -0.064
C: 0.00 -4.55 -0.71  -0.292
C: -0.32 -5.59 0.16  -0.056
C: -1.13 -6.62 -0.28  -0.027
S: 1.04 -3.25 -0.14  0.589
O: 1.74 -2.72 -1.30  -0.348
O: 1.82 -3.76 0.95  -0.286
N: 0.01 -2.08 0.29  -0.168
C: -0.43 -1.98 1.58  -0.505
N: -0.65 -3.06 2.34  0.144
C: -1.07 -2.83 3.57  -0.118
C: -1.32 -1.56 4.07  -0.055
C: -1.14 -0.51 3.18  -0.132
N: -0.71 -0.71 1.94  0.047
H: -2.55 -7.78 -2.99  0.086
H: -2.43 -8.50 -1.48  0.087
H: -1.71 -5.56 -3.44  0.109
H: -0.24 -3.73 -2.67  0.091
H: 0.08 -5.57 1.16  0.107
H: -1.38 -7.43 0.40  0.110
H: -1.24 -3.71 4.19  0.110
H: -1.65 -1.40 5.08  0.096
H: -1.36 0.51 3.45  0.114
C: -3.11 -1.83 -0.43  -0.424
Te: -2.71 0.26 -0.24  1.290
C: -4.30 0.48 -1.65  -0.457
C: -5.07 -0.82 -1.62  -0.295
C: -6.35 -0.92 -2.17  -0.050
C: -7.04 -2.12 -2.15  -0.094
C: -6.45 -3.24 -1.58  -0.091
C: -5.18 -3.15 -1.03  -0.040
C: -4.49 -1.94 -1.04  -0.282
H: -3.06 -2.30 0.55  0.057
H: -2.35 -2.29 -1.06  0.043
H: -3.90 0.66 -2.65  0.049
H: -4.92 1.33 -1.38  0.047
H: -6.81 -0.04 -2.61  0.111
H: -8.03 -2.18 -2.57  0.098
H: -6.98 -4.18 -1.56  0.099
H: -4.72 -4.03 -0.59  0.115
C: 0.01 5.28 0.17  -0.053
C: -0.33 3.88 0.38  -0.256
N: -0.60 2.77 0.55  0.137
H: 1.05 5.35 -0.14  0.068
H: -0.13 5.84 1.09  0.086
H: -0.63 5.70 -0.60  0.085
C: 3.83 0.42 -2.05  -0.175
Si: 3.51 1.44 -0.50  0.379
C: 5.17 1.69 0.35  -0.196
C: 2.93 3.16 -1.02  -0.187
C: 2.26 0.67 0.60  -0.351
H: 4.87 0.51 -2.38  0.029
H: 3.18 0.73 -2.87  0.007
H: 3.63 -0.64 -1.85  0.023
H: 5.87 2.25 -0.28  0.024
H: 5.63 0.73 0.59  0.028
H: 5.05 2.24 1.29  0.025
H: 3.57 3.59 -1.80  0.032
H: 2.94 3.83 -0.16  0.023
H: 1.90 3.12 -1.40  -0.012
H: 1.95 1.37 1.38  -0.016
H: 2.74 -0.18 1.12  0.000
C: -0.25 1.15 -6.56  -0.067
C: 0.93 1.29 -5.61  -0.211
N: 0.95 0.32 -4.52  -0.080
C: 1.49 -1.01 -4.81  -0.193
C: 0.41 -2.03 -5.13  -0.060
C: 0.43 0.60 -3.30  -0.412
C: -0.18 1.95 -3.07  -0.008
N: 0.42 -0.24 -2.32  0.088
H: -0.26 1.97 -7.28  0.077
H: -1.19 1.15 -6.01  0.075
H: -0.20 0.21 -7.12  0.064
H: 0.95 2.29 -5.19  0.106
H: 1.87 1.17 -6.16  0.120
H: 2.09 -1.34 -3.96  0.107
H: 2.19 -0.90 -5.64  0.123
H: -0.34 -2.07 -4.34  0.066
H: 0.86 -3.03 -5.22  0.083
H: -0.10 -1.80 -6.06  0.063
H: 0.60 2.72 -3.02  0.076
H: -0.71 1.92 -2.12  0.024
H: -0.87 2.22 -3.87  0.083
H: 0.87 -1.13 -2.52  0.022



2.
Computed, not measured: a structure of composition C16H19B2F4N4O7STl, with ωB97M-V/def2-TZVPD.

Calculated values
- total charge = -2
- energy (eV) = -64952.017
- LUMO (eV) = 4.69
- energy relative to the best compared isomer or geometry (same formula, charge and spin) (kcal per mole) = 0.0

Last column: natural (NBO) charge in e.
Cartesian coordinates (Å):
Tl: 0.02 0.28 0.59  1.514
C: -2.12 3.16 -2.68  -0.674
C: -1.72 2.10 -1.70  0.184
N: -0.63 2.15 -1.04  -0.085
O: 0.19 3.20 -1.31  -0.571
B: 1.56 2.95 -0.75  1.268
F: 2.29 4.10 -1.01  -0.542
F: 1.45 2.67 0.62  -0.524
O: 2.24 1.83 -1.44  -0.574
N: 1.64 0.62 -1.26  -0.104
C: 2.10 -0.34 -1.96  0.220
C: 3.30 -0.20 -2.85  -0.666
C: 1.33 -1.60 -1.92  0.156
N: 0.09 -1.42 -2.17  -0.087
O: -0.68 -2.54 -2.03  -0.584
B: -2.12 -2.22 -2.16  1.264
F: -2.82 -3.41 -2.04  -0.547
F: -2.37 -1.60 -3.40  -0.570
O: -2.63 -1.34 -1.06  -0.582
N: -1.97 -0.13 -0.99  -0.090
C: -2.52 0.85 -1.60  0.216
C: -3.84 0.77 -2.31  -0.673
C: 1.96 -2.91 -1.58  -0.685
H: -1.57 4.07 -2.48  0.246
H: -3.19 3.34 -2.65  0.208
H: -1.87 2.83 -3.70  0.223
H: 3.93 0.62 -2.52  0.245
H: 2.97 -0.01 -3.88  0.220
H: 3.87 -1.13 -2.86  0.210
H: -4.31 -0.18 -2.07  0.258
H: -3.70 0.82 -3.39  0.228
H: -4.48 1.59 -1.99  0.198
H: 3.04 -2.86 -1.62  0.201
H: 1.58 -3.70 -2.24  0.223
H: 1.66 -3.17 -0.55  0.268
O: 3.68 -1.00 2.70  -0.706
C: 2.51 -0.72 2.43  0.780
O: 2.14 0.03 1.47  -0.765
C: 1.44 -1.29 3.36  -0.195
C: 1.72 -1.23 4.72  -0.172
C: 0.83 -1.71 5.67  -0.260
C: -0.36 -2.28 5.26  -0.228
C: -0.65 -2.36 3.91  -0.266
C: 0.23 -1.87 2.94  -0.041
S: -0.23 -2.12 1.24  -0.262
H: 2.67 -0.80 5.01  0.218
H: 1.07 -1.64 6.73  0.188
H: -1.07 -2.67 5.98  0.188
H: -1.58 -2.80 3.57  0.212
C: -1.01 2.69 2.21  -0.222
O: -1.21 1.34 1.93  -0.889
H: -1.01 3.33 1.31  0.144
H: -0.06 2.89 2.72  0.151
H: -1.82 3.04 2.86  0.132



3.
Computed, not measured: a structure of composition C9H30AgN12O10, with ωB97M-V/def2-TZVPD.

Calculated values
- energy (eV) = -52179.199
- LUMO (spin up / spin down) (eV) = -2.51 / -4.95
- 2S+1 = 2
- energy relative to the best compared isomer or geometry (same formula, charge and spin) (kcal per mole) = 0.0

Last column: natural (NBO) charge in e.
Cartesian coordinates (Å):
Ag: 0.54 -1.49 -3.13  0.972
C: 0.76 -0.24 -0.52  0.933
O: 0.61 0.34 -1.65  -0.627
O: 0.97 0.38 0.53  -0.691
O: 0.59 -1.50 -0.58  -0.574
C: -3.60 2.11 -3.30  -0.632
C: -2.12 1.80 -3.27  -0.054
O: -1.51 2.07 -4.53  -0.715
H: -3.73 3.18 -3.44  0.219
H: -4.07 1.86 -2.35  0.218
H: -4.11 1.63 -4.14  0.210
H: -1.97 0.73 -3.08  0.128
H: -1.65 2.32 -2.42  0.173
H: -0.98 1.31 -4.76  0.455
C: -0.01 -1.73 3.79  0.782
O: -0.06 -2.14 4.93  -0.641
N: 0.37 -0.44 3.46  -0.863
N: -0.33 -2.52 2.70  -0.871
H: 0.46 -0.23 2.48  0.384
H: 0.97 0.00 4.13  0.412
H: -0.45 -3.48 2.97  0.409
H: -0.16 -2.15 1.79  0.382
C: 1.00 4.08 -1.75  0.772
O: 1.21 5.25 -2.00  -0.651
N: 1.06 3.08 -2.69  -0.861
N: 0.73 3.65 -0.48  -0.861
H: 0.76 2.15 -2.47  0.392
H: 1.43 3.30 -3.59  0.407
H: 0.63 2.67 -0.28  0.380
H: 0.88 4.31 0.25  0.419
C: 2.18 3.10 2.97  0.770
O: 2.87 3.87 3.61  -0.648
N: 2.72 2.06 2.24  -0.872
N: 0.81 3.11 2.99  -0.865
H: 2.06 1.50 1.72  0.397
H: 3.71 1.94 2.23  0.410
H: 0.38 3.74 3.64  0.414
H: 0.26 2.40 2.54  0.387
C: -2.75 0.32 1.24  0.769
O: -3.63 0.45 2.06  -0.635
N: -2.71 -0.81 0.46  -0.862
N: -1.81 1.25 0.91  -0.871
H: -2.18 -0.83 -0.39  0.378
H: -3.37 -1.54 0.66  0.409
H: -1.95 2.20 1.23  0.414
H: -0.93 0.99 0.50  0.390
C: -1.17 -4.16 -2.04  0.806
O: -0.92 -3.12 -2.66  -0.799
N: -1.70 -5.25 -2.66  -0.811
N: -0.88 -4.31 -0.73  -0.816
H: -2.12 -5.97 -2.10  0.400
H: -2.00 -5.12 -3.61  0.415
H: -1.22 -5.08 -0.19  0.404
H: -0.59 -3.47 -0.24  0.424
C: 3.76 -2.38 1.37  0.773
O: 4.84 -2.79 1.76  -0.650
N: 2.87 -3.22 0.76  -0.863
N: 3.41 -1.06 1.39  -0.861
H: 3.15 -4.16 0.56  0.404
H: 2.17 -2.78 0.17  0.380
H: 3.99 -0.48 1.98  0.410
H: 2.53 -0.72 1.03  0.393



4.
Computed, not measured: a structure of composition C24H60F18KO12P3, with ωB97M-V/def2-TZVPD.

Calculated values
- total charge = -2
- energy (eV) = -143549.732
- LUMO (eV) = 3.25

Last column: Löwdin charge in e.
Cartesian coordinates (Å):
K: -0.25 -1.44 0.36  0.797
P: -2.92 -3.89 -0.98  0.250
F: -2.13 -4.80 0.15  -0.165
F: -3.51 -2.82 0.12  -0.168
F: -1.63 -3.03 -1.44  -0.202
F: -3.83 -2.98 -2.01  -0.192
F: -2.72 -5.04 -2.19  -0.215
F: -4.23 -4.78 -0.64  -0.193
P: -3.03 1.36 1.34  0.228
F: -4.57 1.03 1.71  -0.150
F: -2.81 -0.12 0.66  -0.214
F: -3.49 2.02 -0.04  -0.149
F: -1.40 1.53 1.06  -0.236
F: -2.93 2.88 2.00  -0.205
F: -2.57 0.81 2.80  -0.178
P: -0.97 -2.68 4.19  0.243
F: -0.55 -4.14 3.56  -0.199
F: -2.05 -3.55 5.02  -0.199
F: 0.19 -3.01 5.37  -0.219
F: -1.52 -1.39 5.10  -0.191
F: -0.04 -1.84 3.18  -0.184
F: -2.17 -2.54 3.11  -0.157
C: 1.65 2.89 4.03  -0.093
O: 0.80 3.50 5.05  -0.212
C: -0.65 3.33 4.87  -0.129
C: -1.45 4.43 5.69  -0.189
O: -1.36 4.18 7.09  -0.185
C: -2.13 5.17 7.77  -0.129
H: 1.69 3.42 3.08  0.072
H: 1.09 2.02 3.65  0.070
H: 2.66 2.66 4.36  0.078
H: -0.92 2.33 5.21  0.130
H: -0.91 3.43 3.81  0.110
H: -2.50 4.19 5.52  0.115
H: -1.34 5.47 5.38  0.117
H: -1.56 6.09 7.77  0.076
H: -2.27 4.85 8.80  0.083
H: -3.08 5.41 7.28  0.080
C: -0.55 4.91 -7.64  -0.098
O: -1.31 4.26 -6.59  -0.172
C: -0.56 4.26 -5.41  -0.228
C: -1.41 3.72 -4.26  -0.180
O: -0.73 4.00 -3.01  -0.183
C: -1.37 3.44 -1.91  -0.136
H: 0.37 4.39 -7.91  0.080
H: -0.26 5.93 -7.36  0.079
H: -1.13 5.00 -8.57  0.080
H: -0.30 5.27 -5.09  0.125
H: 0.32 3.64 -5.51  0.123
H: -1.67 2.67 -4.42  0.108
H: -2.42 4.14 -4.21  0.120
H: -2.38 3.85 -1.90  0.081
H: -0.96 3.71 -0.93  0.094
H: -1.55 2.37 -1.87  0.082
C: 3.04 -0.47 1.82  -0.078
O: 2.50 -1.18 0.73  -0.256
C: 3.29 -2.38 0.37  -0.139
C: 2.50 -3.67 0.43  -0.242
O: 1.44 -3.59 -0.43  -0.212
C: 0.92 -4.82 -0.75  -0.112
H: 2.41 0.39 2.03  0.092
H: 3.99 -0.08 1.44  0.088
H: 3.23 -1.17 2.64  0.074
H: 4.17 -2.54 1.00  0.115
H: 3.72 -2.38 -0.64  0.105
H: 2.21 -3.97 1.44  0.128
H: 3.16 -4.46 0.07  0.128
H: 1.54 -5.36 -1.46  0.085
H: 0.02 -4.74 -1.35  0.077
H: 0.82 -5.48 0.12  0.108
C: 9.19 -4.12 4.84  -0.066
O: 7.92 -3.35 4.56  -0.212
C: 6.76 -4.11 4.95  -0.186
C: 5.41 -3.29 4.58  -0.155
O: 4.20 -3.99 4.93  -0.215
C: 2.94 -3.34 4.66  -0.086
H: 9.99 -3.56 4.35  0.078
H: 9.11 -5.05 4.28  0.069
H: 9.38 -4.42 5.87  0.077
H: 6.75 -4.62 5.91  0.115
H: 6.81 -4.98 4.29  0.100
H: 5.40 -3.01 3.52  0.108
H: 5.40 -2.44 5.25  0.114
H: 2.26 -3.64 5.46  0.077
H: 2.52 -3.65 3.70  0.071
H: 3.00 -2.25 4.70  0.080
C: -3.76 -0.28 -3.48  -0.093
O: -5.09 0.12 -3.06  -0.156
C: -5.41 1.51 -3.11  -0.161
C: -5.51 2.18 -4.56  -0.186
O: -6.52 1.49 -5.30  -0.209
C: -6.41 1.59 -6.75  -0.090
H: -3.88 -1.27 -3.93  0.081
H: -3.05 -0.47 -2.69  0.078
H: -3.34 0.34 -4.27  0.063
H: -4.63 2.00 -2.51  0.100
H: -6.29 1.82 -2.55  0.119
H: -4.56 2.08 -5.08  0.089
H: -5.75 3.24 -4.57  0.112
H: -5.51 1.00 -6.94  0.081
H: -6.27 2.60 -7.13  0.072
H: -7.25 1.18 -7.31  0.076
C: -0.74 -1.26 -4.15  -0.105
O: 0.13 -0.65 -3.21  -0.179
C: 0.93 0.33 -3.88  -0.174
C: 1.81 0.93 -2.74  -0.143
O: 3.23 0.71 -2.67  -0.193
C: 3.66 -0.60 -2.97  -0.121
H: -1.56 -1.78 -3.65  0.075
H: -0.14 -1.86 -4.83  0.089
H: -1.16 -0.54 -4.85  0.074
H: 0.25 1.09 -4.26  0.098
H: 1.54 0.07 -4.76  0.124
H: 1.59 0.53 -1.75  0.117
H: 1.58 1.99 -2.61  0.117
H: 2.97 -1.41 -2.72  0.086
H: 4.42 -0.82 -2.21  0.076
H: 4.04 -0.66 -3.99  0.084



5.
Computed, not measured: the ion C20H29N2O3S with charge +1, with ωB97M-V/def2-TZVPD.

Calculated values
- total charge = +1
- energy (eV) = -41162.527
- LUMO (eV) = -2.45
- energy relative to the best compared isomer or geometry (same formula, charge and spin) (kcal per mole) = 1.9

Last column: natural (NBO) charge in e.
Cartesian coordinates (Å):
C: 0.93 4.24 -2.97  -0.621
C: 1.30 3.41 -1.75  -0.060
O: 0.14 3.33 -0.93  -0.511
C: 0.08 2.53 0.15  0.370
C: -1.21 2.35 0.65  -0.285
C: -1.46 1.56 1.76  -0.107
C: -2.88 1.34 2.18  -0.232
N: -3.53 0.42 1.19  -0.491
C: -4.98 0.15 1.40  -0.251
C: -5.53 -0.68 0.30  -0.276
C: -6.01 -1.96 0.35  -0.212
C: -6.44 -2.42 -0.91  -0.245
C: -6.27 -1.51 -1.90  -0.368
S: -5.60 -0.04 -1.32  0.429
C: -0.41 0.92 2.39  -0.214
C: 0.88 1.09 1.91  -0.240
C: 1.15 1.87 0.80  0.270
O: 2.41 2.10 0.34  -0.489
C: 3.41 1.13 0.57  -0.165
C: 2.98 -0.25 0.02  0.658
O: 1.87 -0.43 -0.43  -0.630
N: 3.96 -1.16 0.11  -0.618
C: 3.86 -2.56 -0.35  0.126
C: 2.74 -3.25 0.42  -0.621
C: 5.20 -3.22 -0.05  -0.615
C: 3.58 -2.58 -1.85  -0.622
H: 0.13 3.76 -3.52  0.211
H: 0.60 5.23 -2.66  0.216
H: 1.79 4.34 -3.62  0.221
H: 1.62 2.41 -2.05  0.183
H: 2.12 3.89 -1.20  0.187
H: -2.00 2.88 0.14  0.217
H: -3.45 2.27 2.19  0.230
H: -2.94 0.87 3.17  0.231
H: -3.01 -0.46 1.17  0.442
H: -3.41 0.85 0.25  0.442
H: -5.11 -0.35 2.36  0.241
H: -5.49 1.12 1.45  0.236
H: -6.07 -2.54 1.25  0.236
H: -6.85 -3.40 -1.07  0.245
H: -6.50 -1.60 -2.94  0.256
H: -0.58 0.29 3.25  0.215
H: 1.68 0.59 2.42  0.223
H: 3.67 1.05 1.63  0.195
H: 4.28 1.50 0.02  0.224
H: 4.85 -0.88 0.47  0.400
H: 2.66 -4.29 0.10  0.216
H: 2.94 -3.23 1.49  0.207
H: 1.79 -2.75 0.23  0.232
H: 5.18 -4.26 -0.37  0.230
H: 6.01 -2.72 -0.58  0.213
H: 5.42 -3.19 1.02  0.212
H: 2.64 -2.07 -2.06  0.234
H: 3.51 -3.60 -2.20  0.216
H: 4.37 -2.07 -2.40  0.211



6.
Computed, not measured: a cluster of 9 separate species, C5H28NO9S in total, with ωB97M-V/def2-TZVPD.

Calculated values
- total charge = -1
- energy (eV) = -36393.243
- LUMO (eV) = 2.80
- energy relative to the best compared isomer or geometry (same formula, charge and spin) (kcal per mole) = 40.4

Last column: natural (NBO) charge in e.
Cartesian coordinates (Å):
C: -1.16 -0.19 2.41  -0.475
N: -0.45 0.27 1.20  -0.703
C: -1.39 0.74 0.09  -0.077
C: -0.62 0.81 -1.24  -0.447
C: -0.78 -0.62 -1.85  -0.457
S: 0.18 -0.86 -3.47  -0.142
C: -1.71 2.17 0.51  -0.050
O: -0.70 3.13 0.33  -0.795
H: -0.76 0.42 3.24  0.158
H: -0.81 -1.24 2.51  0.252
H: -2.23 -0.16 2.58  0.198
H: 0.21 2.76 0.47  0.507
H: -2.20 -0.01 0.11  0.194
H: -1.10 1.55 -1.91  0.229
H: 0.44 0.82 -1.01  0.228
H: -1.80 -0.86 -2.15  0.207
H: -0.25 -1.34 -1.23  0.249
H: 0.13 -2.21 -3.47  0.126
H: -2.05 2.19 1.57  0.143
H: -2.56 2.62 0.01  0.167
H: 0.22 -0.39 0.80  0.411
H: 1.38 -2.56 -0.69  0.463
O: 1.56 -2.08 0.13  -1.077
H: -1.44 -3.64 2.22  0.515
H: -1.82 -2.55 1.40  0.472
O: -2.21 -3.39 1.65  -1.009
H: 3.36 0.17 -0.61  0.448
H: 2.98 -1.20 0.02  0.514
O: 3.65 -0.47 0.04  -1.001
H: 1.36 3.41 -1.48  0.477
H: 0.20 4.21 -1.10  0.482
O: 0.76 4.06 -1.86  -0.965
H: 0.66 -3.06 2.86  0.433
H: 1.20 -2.63 1.01  0.527
O: 0.29 -3.13 1.97  -1.238
H: 0.29 2.97 3.15  0.481
H: 0.84 1.60 2.70  0.505
O: 1.11 2.50 2.95  -0.967
H: 1.87 2.72 1.33  0.507
H: 2.32 1.48 0.53  0.501
O: 1.84 2.32 0.45  -0.992
H: -2.28 -3.39 -0.50  0.487
H: -0.96 -3.89 -0.60  0.480
O: -1.55 -3.34 -1.14  -0.967



7.
Computed, not measured: a cluster of 2 separate species, C14H26BFN4O4 in total, with ωB97M-V/def2-TZVPD.

Calculated values
- energy (eV) = -32483.542
- LUMO (eV) = 0.43

Last column: natural (NBO) charge in e.
Cartesian coordinates (Å):
C: 2.09 0.12 -0.25  -0.629
C: 0.55 -0.19 -0.28  -0.233
N: -0.27 0.94 -0.78  -0.621
C: -0.63 0.89 -2.18  0.097
C: 0.45 0.20 -3.06  0.271
N: 1.30 -0.37 -3.50  -0.332
C: -0.61 2.38 -2.71  -0.438
C: -1.41 3.40 -1.86  0.203
C: -0.45 4.35 -1.08  -0.644
F: -2.39 2.86 -1.05  -0.347
C: -1.97 0.13 -2.49  -0.684
C: -2.98 0.96 -3.26  0.309
N: -3.49 1.78 -3.84  -0.327
B: -2.76 -0.49 -1.22  1.220
O: -2.91 -1.88 -1.17  -0.883
N: -3.33 0.26 -0.10  -0.772
C: -2.79 -0.21 1.19  -0.400
C: -4.81 0.28 -0.13  -0.411
H: 2.48 0.29 -1.26  0.218
H: 2.17 1.10 0.27  0.189
H: 2.64 -0.65 0.31  0.239
H: 0.32 -1.16 -0.75  0.207
H: 0.28 -0.32 0.79  0.195
H: 0.28 1.77 -0.56  0.375
H: -0.84 2.41 -3.79  0.245
H: 0.46 2.67 -2.65  0.220
H: -1.94 4.07 -2.58  0.177
H: -0.18 5.15 -1.80  0.220
H: 0.50 3.86 -0.79  0.193
H: -0.97 4.85 -0.25  0.235
H: -1.75 -0.73 -3.16  0.253
H: -2.67 -2.26 -2.03  0.485
H: -2.59 0.69 1.81  0.194
H: -1.81 -0.71 1.08  0.198
H: -3.49 -0.86 1.76  0.184
H: -5.27 -0.52 -0.74  0.186
H: -5.13 1.26 -0.55  0.204
H: -5.17 0.28 0.91  0.202
C: 6.23 -2.88 2.60  -0.257
O: 5.39 -3.27 3.68  -0.492
C: 4.09 -3.05 3.48  0.980
O: 3.60 -2.58 2.48  -0.648
O: 3.43 -3.45 4.56  -0.492
C: 2.01 -3.28 4.48  -0.256
H: 7.26 -3.10 2.88  0.197
H: 5.99 -3.45 1.70  0.193
H: 6.15 -1.81 2.41  0.192
H: 1.60 -3.87 3.66  0.193
H: 1.76 -2.23 4.36  0.191
H: 1.59 -3.64 5.41  0.197